A structure of composition C25H28Br2N3O4Pt, computed with wB97M-V/def2-TZVPD.

Calculated values
* frontier orbital gap (spin up / spin down): 7.51 / 5.01 eV
* LUMO energy (spin up / spin down): -9.3 / -11.8 eV
* E_HOMO (spin up / spin down): -16.830 / -16.825 eV
* multiplicity: 5
* expectation value of S²: 6.1146
* charge: +3
* DFT total energy: -6700.84776 Ha
* F_max: 0.032 Eh/bohr
* energy relative to the best compared isomer or geometry (same formula, charge and spin): 51.9 kJ/mol

CARTESIAN COORDINATES (ANGSTROEM)
Pt 1.25 0.47 -0.21
O -0.48 0.71 -3.51
C -1.30 1.72 -3.67
C -2.20 1.70 -4.77
C -2.95 2.81 -5.05
C -2.90 3.94 -4.23
C -2.07 3.95 -3.10
C -1.29 2.85 -2.81
C -0.39 2.78 -1.55
O 0.72 2.06 -1.72
N -1.22 2.30 -0.44
N -0.85 1.29 0.30
C -1.64 0.69 1.15
C -1.29 -0.46 1.90
Br 0.55 -1.04 1.86
C -2.23 -1.23 2.54
C -2.05 -2.45 3.26
C -3.00 -3.49 3.10
C -2.79 -4.71 3.69
C -1.70 -4.92 4.53
C -0.79 -3.88 4.76
C -0.95 -2.67 4.13
H 0.23 0.98 -2.85
H -2.19 0.83 -5.41
H -3.57 2.82 -5.94
H -3.53 4.79 -4.45
H -2.06 4.82 -2.48
H -0.12 3.84 -1.31
H -2.14 2.73 -0.31
H -2.67 1.04 1.27
H -3.26 -0.92 2.40
H -3.85 -3.34 2.46
H -3.48 -5.52 3.51
H -1.57 -5.87 5.04
H 0.01 -4.01 5.46
H -0.30 -1.85 4.37
C 3.46 -2.12 -0.44
O 2.73 -1.14 -1.17
C 2.11 -1.63 -2.35
C 0.75 -2.25 -2.07
O -0.11 -1.24 -1.57
C -1.43 -1.73 -1.40
H 4.22 -2.57 -1.09
H 2.83 -2.91 -0.03
H 3.96 -1.59 0.37
H 2.76 -2.35 -2.86
H 1.97 -0.76 -3.00
H 0.83 -3.06 -1.33
H 0.33 -2.67 -2.99
H -1.80 -2.13 -2.35
H -2.06 -0.90 -1.10
H -1.46 -2.51 -0.64
Br 4.12 1.56 -1.03
C 3.74 2.09 0.74
C 4.71 2.69 1.55
C 4.32 3.15 2.79
C 3.00 3.02 3.19
C 2.12 2.36 2.34
N 2.49 1.90 1.15
H 5.72 2.77 1.19
H 5.04 3.63 3.44
H 2.65 3.41 4.13
H 1.09 2.22 2.63